Formula: C49H77BF25N14O21S7
Source: the OMol25 dataset
Level of theory: the ωB97M-V functional and the def2-TZVPD basis

The LUMO energy comes out at 0.28 eV. As for the net charge: -1. The max |F| comes out at 0.149 Eh/bohr. Its orbital gap is 4.610 eV. The spin multiplicity is 1.

Structure (XYZ):
```
194
Properties=species:S:1:pos:R:3:forces:R:3
C -1.27345 -2.92143 5.58587 0.707 -0.500 0.937
C -0.74751 -4.08814 4.72170 -1.493 0.197 0.086
N 0.30737 -4.92024 5.34373 0.476 -2.164 1.313
C 1.58440 -4.95464 4.81658 0.222 0.106 1.108
C 2.37611 -5.71072 5.62714 -1.220 -1.491 0.299
N 1.51693 -6.36300 6.57150 -1.254 1.751 -1.418
C 0.25590 -5.84268 6.38860 1.906 1.390 -1.485
C 1.87404 -7.32270 7.61169 0.940 -0.596 0.208
H -1.86853 -2.16866 5.06883 0.151 -0.071 -0.278
H -0.48500 -2.46479 6.18414 0.361 0.400 -0.496
H -1.90302 -3.30418 6.38914 -0.383 -0.278 -0.224
H -0.37236 -3.82756 3.73202 0.176 0.301 0.261
H -1.63143 -4.69405 4.52254 0.312 -0.373 0.013
H 1.85945 -4.43002 3.91354 -0.068 0.296 0.122
H 3.41441 -5.98349 5.50915 -0.172 -0.003 0.129
H -0.58529 -6.04329 7.03556 -0.015 0.014 -0.242
H 1.09096 -8.02341 7.90135 -0.651 0.910 0.131
H 2.35833 -6.80785 8.44144 -0.496 -0.014 0.187
H 2.60248 -8.07253 7.30309 0.353 0.490 -0.798
C 7.06885 1.12606 -4.25789 0.491 2.035 0.304
C 6.81615 2.18642 -3.09305 0.666 0.063 -0.989
N 6.02598 1.69799 -2.01417 -3.305 -1.662 -0.232
C 6.33972 1.42636 -0.72336 -2.382 0.545 1.137
C 5.09738 1.26062 -0.05196 0.912 0.873 -1.805
N 4.07562 1.40689 -0.99588 6.007 0.039 -0.712
C 4.65666 1.58678 -2.22475 1.153 0.571 3.021
C 2.73692 1.48285 -0.66805 -2.609 -1.678 -1.651
H 7.54151 1.60858 -5.11338 0.386 0.561 0.223
H 6.18605 0.75920 -4.78151 -0.247 -0.563 0.968
H 7.82527 0.41862 -3.91810 -0.656 -0.471 0.034
H 6.26177 3.10348 -3.29246 0.213 -0.037 -1.328
H 7.71780 2.59753 -2.63904 0.425 -0.502 -0.308
H 7.33132 1.65289 -0.36032 -0.125 -0.455 0.138
H 4.82304 1.27450 0.99252 0.226 -0.411 -0.142
H 4.17613 1.88383 -3.14521 -0.132 -0.320 0.190
H 2.35352 0.55932 -1.10190 -0.636 -0.420 0.478
H 2.34242 2.16927 -1.41725 -0.778 0.840 1.251
H 2.54233 1.46729 0.40433 -0.107 0.947 -0.285
C -0.75269 -2.55673 0.91764 0.821 0.147 -0.381
C 0.04484 -1.49710 0.06017 -0.566 0.220 1.424
N -0.22969 -0.08942 0.53434 -2.223 -0.550 -2.240
C 0.00183 0.35836 1.76936 1.302 1.288 1.778
C -0.35235 1.68575 1.85879 -0.614 -0.334 -1.415
N -0.97480 1.98656 0.64536 0.478 -3.944 0.436
C -0.95503 0.85912 -0.12963 1.617 0.541 1.193
C -1.57543 3.23011 0.28141 0.176 0.089 -1.105
H -1.50008 -2.13197 1.58777 -0.221 0.281 -0.416
H -0.11566 -3.16742 1.55746 0.424 0.207 -0.133
H -1.20143 -3.27469 0.23116 -0.362 0.114 0.133
H -0.22076 -1.64869 -0.98605 -0.053 0.672 0.089
H 1.12884 -1.57498 0.14365 -0.132 -0.414 -0.010
H 0.47712 -0.26063 2.51591 0.041 0.035 -0.125
H -0.20235 2.47031 2.58567 -0.248 -0.125 0.371
H -1.22734 0.73828 -1.16773 -0.303 0.251 0.101
H -2.39100 3.02420 -0.41181 -0.412 0.037 0.469
H -0.78165 3.62906 -0.35013 -0.217 1.400 0.583
H -1.89052 3.72497 1.20007 0.101 0.664 -0.442
C 1.12488 -4.29271 -7.34794 -1.196 0.283 -0.403
C 1.04005 -5.74874 -6.88823 1.334 -0.104 1.019
N 0.64107 -6.05990 -5.45972 -1.129 2.809 1.747
C 0.06190 -7.23486 -5.05360 1.414 0.030 3.013
C -0.06486 -7.14979 -3.63305 -0.774 -0.280 -2.772
N 0.16929 -5.84968 -3.27885 0.449 -0.242 -1.808
C 0.59329 -5.16041 -4.34044 0.524 -2.288 -2.416
C -0.03161 -5.30973 -1.97117 0.519 1.138 1.957
H 1.57348 -4.31238 -8.34116 0.130 -0.102 0.001
H 1.75660 -3.64797 -6.73694 0.090 -0.383 0.255
H 0.19048 -3.74780 -7.48234 -0.219 -0.263 0.255
H 2.09603 -5.99023 -7.00943 0.143 -0.714 0.609
H 0.55111 -6.51723 -7.48695 -0.552 0.695 -0.235
H 0.04279 -8.10490 -5.69316 -0.194 0.125 0.089
H -0.37241 -7.89306 -2.91238 -0.183 0.201 -0.081
H 0.93838 -4.13707 -4.34931 -0.253 0.119 0.100
H 0.15031 -6.06643 -1.20800 -0.309 -0.110 -0.229
H -0.99326 -4.82562 -1.80100 -0.341 -0.553 -0.394
H 0.68659 -4.51546 -1.76766 0.249 -0.049 -0.286
C -0.59850 3.88889 -3.55829 1.636 -0.212 -0.016
C 0.14136 4.73445 -4.72388 -2.288 -1.289 1.400
N 1.27598 5.52951 -4.26969 1.462 3.215 2.625
C 2.65434 5.31529 -4.40097 -1.359 -0.836 -0.005
C 3.33824 6.33741 -3.83375 -0.109 -0.120 -0.523
N 2.41900 7.28114 -3.39296 -1.851 -2.226 0.536
C 1.18658 6.69911 -3.49793 0.980 -0.919 -1.891
C 2.75338 8.44745 -2.55342 0.598 -0.141 -1.265
H -1.11324 4.47483 -2.79684 -0.217 0.361 -0.499
H 0.10714 3.30224 -2.97007 0.786 0.329 0.024
H -1.19078 3.03090 -3.87635 -0.542 0.633 -0.814
H -0.62358 5.41219 -5.10288 0.260 0.203 -0.076
H 0.39886 4.08521 -5.56071 0.500 0.077 0.253
H 2.92590 4.33588 -4.76622 0.476 0.342 -0.229
H 4.40490 6.39442 -3.67438 -0.188 0.380 -0.103
H 0.28911 7.07444 -3.02880 -0.177 0.169 -0.189
H 1.91384 9.13859 -2.47847 -0.258 -0.690 0.834
H 3.44275 9.04378 -3.15115 0.421 -0.181 0.117
H 3.26332 8.01933 -1.69042 -0.526 0.758 0.440
C 0.31753 0.55889 6.21900 -3.161 1.309 1.001
C 1.55565 -0.12801 5.99243 1.692 -0.596 -0.227
N 2.51174 0.81518 5.40491 3.844 3.737 0.215
C 3.31049 0.71373 4.27708 -0.414 -0.428 -0.620
C 4.01748 1.87602 4.05146 -1.074 0.271 0.006
N 3.67710 2.80080 5.01266 -2.859 -6.338 3.254
C 2.90142 2.02687 5.96040 -0.527 1.114 -2.797
C 3.92221 4.18071 5.03515 1.349 1.507 0.438
H -0.42947 -0.12200 6.62701 -0.130 -0.164 -0.222
H -0.11940 1.02344 5.33504 0.020 -0.106 -0.163
H 0.32452 1.35115 6.96758 0.433 0.142 0.003
H 1.37962 -0.94275 5.29006 0.552 -0.050 -0.103
H 2.00408 -0.49472 6.91576 0.008 -0.298 -0.052
H 3.19806 -0.19586 3.70577 0.368 0.104 -0.318
H 4.63463 2.22960 3.23875 -0.196 -0.400 -0.112
H 2.52414 2.40297 6.89987 -0.099 0.246 -0.269
H 3.46546 4.64139 4.15921 -0.240 0.111 0.198
H 5.00732 4.28368 5.02944 0.152 0.355 -0.377
H 3.62718 4.62589 5.98534 -0.557 -0.084 -0.301
C -7.47800 -0.75383 -5.44145 0.691 -0.384 -0.121
C -7.26428 -2.27972 -5.23908 -2.473 0.324 0.192
N -6.47380 -2.66835 -4.08953 2.661 1.561 2.597
C -6.22266 -3.95978 -3.58982 0.994 1.929 1.241
C -5.35606 -3.77773 -2.48393 -2.750 -1.768 -1.610
N -5.13575 -2.46028 -2.30639 -1.329 -0.099 -2.357
C -5.79880 -1.76164 -3.26189 0.154 -1.994 -0.399
C -4.21681 -2.00940 -1.32774 1.673 1.912 1.367
H -6.51831 -0.29865 -5.68619 -0.125 0.337 0.080
H -7.95565 -0.23652 -4.60938 0.515 -0.289 0.565
H -8.18450 -0.51369 -6.23601 0.221 -0.615 -0.413
H -7.01668 -2.86247 -6.12633 0.676 0.389 -0.023
H -8.26010 -2.64706 -4.99112 -0.257 -0.189 -0.060
H -6.77675 -4.79066 -4.00095 0.368 -0.082 0.211
H -5.12939 -4.48788 -1.70245 0.525 -0.048 -0.220
H -5.68689 -0.68906 -3.32056 -0.438 0.096 -0.124
H -3.34602 -2.65819 -1.23351 -0.533 -0.492 -0.081
H -4.67632 -1.83063 -0.35563 -0.190 -0.270 -0.109
H -3.78855 -1.04673 -1.60699 -0.414 0.100 -0.209
B -0.78331 4.79790 4.87739 -1.317 3.510 0.591
F -1.03389 4.87420 6.22689 0.289 -0.898 2.547
F -1.07049 3.61372 4.37570 -0.063 -3.975 -1.364
F -1.60133 5.74857 4.34310 -1.567 1.157 -1.242
F 0.47143 5.23427 4.61900 3.256 -0.308 -0.127
C 4.95785 -3.75761 1.96578 -3.992 -0.427 -1.695
F 5.12926 -4.56933 0.86633 0.709 1.028 1.130
F 4.82050 -4.58841 3.01875 0.424 0.366 0.045
F 5.93046 -2.91267 2.14687 0.865 -0.105 0.027
S 3.20970 -2.76308 1.59925 0.757 -1.049 -4.828
O 2.36859 -3.68150 0.76511 1.511 0.774 2.477
O 2.72433 -2.37885 2.88395 -0.622 -0.083 1.843
O 3.63818 -1.64085 0.74665 0.337 -0.453 1.171
C 0.71630 -0.57119 -5.57993 -1.231 -0.389 0.955
F 0.04525 -1.35376 -6.40252 -1.423 -0.774 -0.655
F 1.95347 -1.04118 -5.68590 1.237 0.883 0.221
F 0.56308 0.67475 -6.07057 0.794 -0.225 0.556
S 0.13287 -0.76591 -3.75614 1.131 1.985 1.401
O -1.25674 -0.36074 -3.64900 0.695 -0.284 -0.687
O 0.39740 -2.15718 -3.42737 0.010 -0.154 -0.728
O 1.07634 0.17556 -3.08724 -1.002 -1.079 -1.094
C -5.88276 3.10307 -0.94587 -1.581 -0.664 2.770
F -5.27084 3.18611 0.26577 0.331 -0.688 -1.094
F -6.72587 4.11210 -0.93639 -1.050 0.815 -0.468
F -5.05325 3.27848 -1.91948 1.691 0.044 -1.316
S -6.83355 1.48328 -1.13302 -1.364 -1.656 0.696
O -7.72824 1.67916 -2.28973 1.185 0.194 0.508
O -5.75814 0.49657 -1.37620 -0.077 0.667 -0.421
O -7.55361 1.20627 0.11210 0.974 0.954 -1.241
C -1.88359 7.06953 -0.82392 -2.377 0.558 1.640
F -0.77259 6.34707 -0.84012 0.087 -0.737 -0.746
F -1.60813 8.20932 -1.49283 0.227 0.073 -0.510
F -2.92663 6.46004 -1.51575 1.755 0.197 0.184
S -2.46585 7.43743 0.98419 1.049 -5.249 3.631
O -3.22539 8.63129 0.85133 -0.934 1.100 -0.694
O -3.20324 6.15754 1.42483 1.642 3.649 -2.370
O -1.19636 7.54481 1.72732 -1.260 0.503 -1.821
C -4.13864 1.02979 3.02836 0.708 0.125 1.611
F -3.10171 0.21061 2.77997 0.869 -0.682 -0.693
F -3.56215 2.28600 3.08021 -1.458 -1.435 -0.405
F -4.99936 0.87111 2.02816 0.289 0.766 0.385
S -4.83248 0.42469 4.71804 -0.819 -0.075 0.521
O -3.64358 0.21797 5.60690 -1.447 1.000 -1.404
O -5.79470 1.51046 4.97590 1.601 -1.227 0.334
O -5.47193 -0.87399 4.44090 0.678 1.003 -0.298
C 3.88894 5.51110 0.80406 -0.633 -2.298 1.608
F 4.86563 5.11829 1.69379 -0.662 -0.040 -0.355
F 4.07337 6.78247 0.65974 -0.004 1.477 -0.992
F 4.12561 4.80751 -0.31862 0.707 0.468 -0.776
S 2.13711 4.96853 1.32482 -3.909 -2.644 2.153
O 1.47650 5.96882 2.11945 1.888 0.527 -1.007
O 1.36293 4.52890 0.15467 1.630 1.266 -0.997
O 2.38794 3.72170 2.09057 1.773 0.709 -0.180
C -2.30209 -6.03881 1.85318 -0.035 -0.063 -3.540
F -2.42786 -7.13408 2.59945 0.692 0.689 0.430
F -2.61777 -4.92820 2.47841 -0.687 -0.072 0.881
F -1.00294 -5.81397 1.43724 -0.184 -0.938 0.812
S -3.32121 -6.27997 0.22546 -3.154 -0.841 1.200
O -4.61810 -6.80443 0.73288 2.057 1.106 -0.465
O -3.39594 -4.91559 -0.30288 0.691 -0.692 0.081
O -2.65001 -7.27368 -0.59803 0.913 0.699 0.236
```
Forces are in eV/Å.